C57H113N10O13 | ωB97M-V with the def2-TZVPD basis set

Structure (XYZ):
```
193
Properties=species:S:1:pos:R:3:forces:R:3:mulliken_charge:R:1
H 22.117 18.675 7.468 0.44 0.39 0.24 0.41
H 19.196 15.612 12.988 -0.02 0.06 -0.34 -0.57
H 16.359 7.897 14.834 -0.12 0.69 -0.81 0.54
H 16.784 10.957 17.879 0.59 -0.06 0.04 0.18
H 21.596 17.068 11.692 -0.88 0.34 0.55 -0.22
H 20.423 17.857 8.824 -0.70 0.24 -0.31 0.58
C 19.405 17.514 11.936 1.52 -0.46 -1.15 -0.66
C 16.708 8.703 14.142 0.24 -1.44 1.37 -0.65
C 13.186 15.266 13.555 -0.30 -0.25 0.57 -0.88
N 18.092 9.051 14.618 0.15 -0.10 -2.70 0.47
H 23.581 8.415 13.756 -0.45 -0.02 0.20 0.30
N 17.330 20.350 17.988 -0.89 1.37 -1.86 -0.19
C 15.357 14.531 16.471 -0.40 -1.26 0.31 -0.29
C 23.216 19.433 9.252 0.64 0.67 0.54 -1.00
H 19.275 14.257 8.458 -0.83 -0.17 0.14 0.47
H 15.681 11.561 13.408 0.09 0.60 -0.26 -0.13
C 20.698 10.554 23.373 -0.83 1.16 -0.68 -0.86
H 16.553 21.406 19.498 -0.32 0.76 0.52 0.29
C 20.305 14.400 8.688 0.26 1.56 -0.20 -0.84
H 13.510 16.412 16.767 0.09 -0.18 -0.09 0.46
H 20.726 14.202 12.435 0.61 -0.60 1.07 0.07
H 24.725 16.312 11.769 0.44 0.03 0.60 0.32
O 18.097 15.034 19.012 -0.84 -0.69 1.32 0.28
C 16.789 13.288 12.447 -1.21 0.29 -0.15 0.46
C 25.441 18.570 19.437 -1.13 0.44 0.74 -1.31
H 19.268 10.038 15.884 0.57 0.41 0.55 0.14
H 11.333 14.893 15.306 -0.59 0.13 -0.15 0.32
H 22.607 16.675 19.403 0.09 -0.05 0.10 0.79
H 21.258 10.551 10.909 0.15 -0.76 0.79 0.76
H 26.332 18.761 18.890 1.11 -0.36 -0.25 0.41
H 23.022 13.409 15.628 0.09 -0.04 -0.62 0.56
H 19.862 8.153 14.964 0.32 -0.45 0.47 0.34
C 22.720 19.191 10.687 0.56 0.22 0.31 -0.42
C 15.896 12.023 12.427 1.32 -0.77 -0.13 -0.99
H 18.970 15.371 18.843 0.59 0.72 -0.27 -0.09
H 16.410 11.256 11.817 -0.66 0.33 -0.01 0.22
C 18.142 9.121 12.277 -0.75 0.10 -2.00 -0.72
H 23.182 17.477 8.233 -0.30 1.06 0.14 0.25
H 13.441 13.463 15.807 0.74 0.39 -0.04 0.57
H 22.470 13.900 12.955 -0.46 -0.12 -0.05 0.55
H 20.743 14.920 7.852 0.54 -0.52 -0.66 0.37
H 16.022 16.575 16.632 -0.26 -0.24 -0.41 0.33
H 17.991 10.894 13.584 0.05 -0.44 -0.34 -0.88
O 24.420 14.542 16.132 -0.86 -0.42 -1.38 -0.77
C 11.625 15.415 16.211 1.78 0.51 -0.32 -0.29
H 25.207 17.047 10.225 -0.33 -0.19 0.01 0.25
H 19.211 13.225 17.151 -0.44 -0.15 0.00 1.48
C 25.189 14.336 17.075 1.67 -1.38 0.17 0.69
C 24.317 16.342 22.133 1.50 0.36 -2.31 -0.08
H 12.820 17.100 15.342 -0.76 0.81 -0.24 0.42
C 21.815 12.836 17.893 -0.04 -0.03 1.46 -0.93
C 17.911 19.163 18.079 1.51 -1.12 1.32 0.38
H 12.871 16.274 13.297 -0.27 -0.13 -0.31 0.32
C 16.880 8.325 12.684 -0.76 0.56 -1.29 -0.80
H 20.010 19.069 18.144 -0.47 -0.17 0.63 0.22
H 16.140 9.606 14.269 -0.54 0.24 0.02 0.25
C 21.494 14.306 13.245 0.36 0.52 0.23 -0.94
C 17.647 15.531 20.228 -0.39 0.33 -1.72 0.64
O 21.477 9.795 13.113 0.22 0.44 -0.04 -0.68
H 20.719 14.487 18.722 -0.19 0.00 -0.13 -0.74
C 22.188 12.796 8.833 -0.69 -0.68 -0.27 -0.68
C 25.354 17.116 19.905 0.67 0.08 0.37 0.07
C 21.305 11.367 10.245 -0.44 0.26 -1.02 -0.66
H 17.594 10.683 15.757 0.24 0.41 -0.40 -0.37
H 16.038 8.679 12.068 0.01 0.36 0.58 0.39
H 17.313 22.345 18.167 0.09 0.89 0.25 0.30
C 19.212 19.078 18.931 0.00 -0.19 -1.18 -0.58
C 17.630 9.096 17.065 0.63 -0.40 0.24 -0.46
H 19.032 7.212 13.736 -0.62 0.90 0.24 0.38
H 12.365 14.552 13.595 -0.06 0.23 -0.25 0.42
O 16.566 14.030 13.445 0.64 0.11 0.31 -0.05
H 24.689 18.841 18.700 -0.53 -0.26 0.09 0.33
H 22.796 14.263 23.950 -0.21 0.04 -0.05 0.33
H 23.796 15.608 24.507 0.21 0.23 0.37 0.31
H 18.408 10.315 18.559 -0.09 0.97 -0.04 0.39
C 18.564 9.965 13.423 0.49 -0.27 1.41 1.77
H 11.862 14.599 16.925 -0.25 0.68 -0.10 0.31
H 20.934 9.596 23.771 0.23 -0.73 0.33 0.31
H 18.971 13.890 14.305 0.47 -0.10 1.28 -0.21
C 20.900 17.944 11.768 0.10 -0.59 1.41 -0.48
C 22.949 8.668 14.619 0.06 -0.51 0.68 -1.33
N 21.334 18.691 10.557 -1.21 1.89 -1.68 0.75
C 21.341 10.772 21.991 0.36 0.81 -0.20 0.51
H 26.596 12.907 16.122 -0.54 -0.08 0.04 0.33
H 25.404 19.343 20.212 -0.04 -0.30 0.18 0.36
H 17.047 15.692 15.601 -0.54 -0.38 -0.32 -0.18
O 21.168 10.036 15.323 -0.14 0.59 0.02 -0.75
O 17.446 13.573 11.431 0.45 -0.45 0.33 -0.76
H 18.392 7.121 15.396 0.55 0.45 -0.21 0.37
H 18.898 8.452 11.886 0.48 0.02 0.29 0.36
H 25.687 15.397 10.509 -0.13 0.15 0.40 0.33
H 9.757 15.837 17.012 -0.88 0.09 -0.25 0.41
H 25.800 12.280 17.555 -0.33 -0.47 0.39 0.25
H 13.958 14.923 12.862 -0.14 -0.04 0.24 0.28
C 24.892 16.119 10.723 -0.42 -0.11 0.03 -1.43
H 18.320 21.513 19.457 -0.57 0.38 -0.58 0.28
O 23.764 15.109 8.965 -0.74 0.13 0.78 -0.73
H 19.206 16.953 11.032 -0.53 -0.48 -0.15 0.48
C 19.216 16.679 13.197 -1.16 -0.75 -0.85 -0.18
H 16.579 13.701 20.388 -0.18 0.11 -0.02 0.28
H 25.541 11.476 10.736 0.27 0.11 -0.16 0.47
C 21.727 14.076 18.747 0.71 1.20 0.12 0.59
H 21.898 13.836 19.801 0.28 -0.15 -0.34 0.42
O 25.273 15.008 18.093 -0.43 1.60 2.06 -0.74
N 23.190 15.799 22.503 -1.15 -0.40 1.97 0.17
C 21.935 13.332 15.542 0.99 1.19 -1.05 -0.75
C 23.596 15.567 10.132 -0.14 0.16 -1.50 0.40
H 23.524 10.048 10.162 -0.04 0.24 0.00 0.38
H 22.780 20.030 11.394 -0.27 -0.02 -0.43 0.44
C 24.547 11.897 10.644 -0.01 -1.02 1.67 -0.82
H 15.612 15.186 20.230 -0.79 0.23 -0.45 0.26
C 22.550 18.388 8.434 -1.09 -3.32 -0.55 -0.56
H 24.298 19.345 9.224 0.10 0.01 0.04 0.50
H 21.038 11.338 24.064 0.10 -0.20 -0.13 0.13
H 22.911 13.348 8.297 0.48 0.51 -0.48 0.89
H 14.879 14.778 17.423 0.15 -0.20 0.06 0.19
H 19.483 19.481 9.968 -0.06 -0.04 0.22 0.43
H 16.740 20.490 17.144 0.43 -0.59 1.16 0.29
H 22.469 7.758 15.082 0.55 0.65 -0.68 0.28
C 17.399 21.519 18.842 0.51 -1.28 0.35 -0.80
C 10.624 16.410 16.733 0.02 -0.88 1.99 -1.35
C 21.377 17.830 9.303 0.41 0.62 0.60 1.30
C 18.884 7.795 14.668 0.55 -0.54 0.47 -0.99
H 27.141 13.445 17.640 -0.59 0.14 0.38 0.34
H 18.235 16.849 13.670 0.58 0.30 0.03 0.05
O 18.040 16.585 20.644 0.37 -0.39 0.63 -0.59
H 24.575 12.941 10.505 0.24 1.22 -1.46 0.09
C 20.354 12.269 9.921 -0.35 0.44 0.86 -0.96
C 22.944 16.465 20.404 -0.62 -0.87 1.59 -0.50
H 21.282 15.509 21.495 -0.34 -0.23 0.43 0.83
N 20.916 13.158 9.024 1.04 -0.80 0.60 0.27
H 26.302 16.774 20.366 -0.67 0.34 0.14 0.37
H 16.311 14.776 21.775 0.21 0.20 -0.09 0.39
H 21.642 15.394 13.335 0.05 -0.45 0.11 0.27
C 15.983 15.777 15.868 0.73 0.97 1.07 0.53
C 14.298 14.086 15.465 -0.95 0.14 0.30 -0.13
H 20.422 20.526 11.058 0.09 -0.05 -0.46 0.29
N 21.228 13.122 16.600 -0.38 -0.80 1.04 1.16
H 19.410 12.491 10.422 0.06 -0.21 -0.48 0.83
C 15.094 16.110 14.692 0.49 0.42 -0.58 -1.09
H 22.981 20.408 8.826 -0.04 0.25 0.53 0.30
H 22.432 14.870 18.378 -0.51 -0.86 0.35 -0.09
N 13.780 15.385 14.921 1.45 0.29 -0.57 0.58
C 17.410 10.100 18.176 0.40 -0.20 0.16 -1.33
N 22.418 11.653 9.479 -0.66 0.55 0.60 0.23
N 24.222 16.693 20.807 0.91 0.67 1.20 0.25
H 16.025 13.673 16.628 0.04 0.46 0.07 -0.07
H 14.847 17.163 14.570 0.16 0.08 -0.01 0.45
H 14.975 12.354 11.971 -0.38 -0.23 -0.28 0.55
H 16.858 7.279 12.343 0.63 0.05 1.01 0.27
C 12.931 16.182 15.872 -0.04 -1.67 0.07 -0.88
H 24.279 10.862 8.756 -1.06 0.32 1.09 0.32
C 19.774 13.712 15.060 1.33 0.44 -1.81 -0.22
O 20.713 11.469 21.130 -0.23 -0.14 0.36 -0.61
O 17.497 18.200 17.461 0.02 -0.44 -0.51 -0.51
H 19.392 19.975 19.509 0.01 -0.13 0.28 0.33
C 18.222 9.800 15.865 -1.15 0.03 0.42 0.52
H 18.315 8.319 17.448 -0.39 0.14 -0.21 0.34
H 19.289 18.162 19.546 -0.31 0.60 -0.43 0.01
H 23.586 9.056 15.420 -0.08 0.09 -0.11 0.35
H 17.890 9.770 11.431 0.13 -0.06 0.05 0.51
H 20.039 16.816 13.841 0.68 0.44 1.28 0.58
C 21.802 9.633 14.324 0.15 -1.05 -0.39 0.59
H 16.698 8.642 16.762 -0.35 -0.30 0.06 0.28
H 22.872 12.534 17.808 -0.67 -0.08 -0.30 0.26
H 19.623 10.689 23.254 -0.16 -0.16 0.25 0.25
H 15.556 15.687 13.773 -0.41 0.34 0.63 0.06
H 21.495 16.889 9.781 0.68 -1.16 -0.75 -1.78
H 25.267 16.479 19.036 -0.21 -0.29 -0.24 -0.04
H 24.160 11.927 11.661 -0.34 -0.75 0.29 0.23
H 25.224 16.405 22.729 -0.33 -0.01 -0.25 0.38
C 19.904 13.341 16.344 -0.71 -0.26 0.69 -1.90
H 22.013 15.907 24.234 0.75 -0.65 0.19 0.34
H 10.950 16.770 17.739 0.06 0.20 -0.90 0.33
H 21.176 18.515 12.674 0.11 0.14 -0.55 0.49
H 19.662 10.204 13.431 -0.80 -0.52 0.33 -0.54
C 20.482 19.849 10.191 -1.17 0.47 0.77 -1.05
H 10.388 17.230 16.077 -0.06 0.19 -0.27 0.38
H 16.942 9.648 19.025 -0.55 -0.42 0.44 0.48
H 18.705 18.314 11.941 -0.26 1.09 -0.01 0.48
N 21.123 13.772 14.590 -1.58 -0.22 -1.75 0.66
C 22.924 15.342 23.941 -0.80 0.72 -1.91 -0.82
C 23.705 11.036 9.730 1.50 -0.10 -1.41 -0.50
C 22.279 15.881 21.489 0.90 0.92 -1.96 -1.07
H 14.786 13.664 14.607 0.32 -0.60 -0.28 -0.30
H 20.796 20.364 9.277 0.44 -0.21 0.44 0.40
H 20.480 15.135 9.471 -0.36 -0.38 0.51 0.14
H 23.220 18.376 11.182 0.71 -0.39 -0.15 0.23
C 16.460 14.740 20.696 0.97 -0.62 0.56 -1.22
C 26.214 13.169 17.124 0.83 0.33 -1.84 -1.17
H 21.234 12.092 18.442 0.19 -0.45 -0.42 0.56
O 22.466 15.667 10.737 1.69 -0.57 -0.07 -0.21
O 22.489 10.326 21.876 0.46 -0.31 -0.19 -0.71
```
Forces are in eV/Å.

LUMO energy	-1.6955	eV
net charge	+1
energy	-102451.2705	eV